No. 1
{
  "formula": "C5H10N2O",
  "method": "ωB97M-V with the def2-TZVPD basis set",
  "relative_energy_ev": 6.8776,
  "gap_ev": 8.9,
  "e_homo_ev": -8.675,
  "multiplicity": 1,
  "elements": ["C", "C", "C", "C", "C", "H", "H", "H", "H", "H", "H", "H", "H", "H", "H", "N", "N", "O"],
  "xyz": [[-0.863, 1.456, 0.811], [0.452, 0.739, 0.366], [0.081, -1.541, 0.173], [-0.031, -1.007, -1.239], [0.221, 0.433, -1.186], [-1.958, 0.050, 1.868], [-0.748, 1.824, 1.977], [-1.144, 2.418, 0.296], [1.195, 1.343, 0.456], [1.909, -0.651, 0.423], [0.741, -2.398, 0.554], [-0.886, -1.654, 0.717], [-0.836, -1.591, -1.749], [2.037, -0.226, -1.343], [-0.299, 1.349, -1.660], [0.852, -0.547, 0.832], [1.010, -0.388, -1.940], [-1.731, 0.392, 0.644]]
}

***

No. 2
{
  "formula": "C5H11N3O",
  "method": "ωB97M-V with the def2-TZVPD basis set",
  "smiles": "C/C=C(/N)[C@@H](N)C(N)=O",
  "relative_energy_ev": 2.9254,
  "gap_ev": 7.9,
  "e_homo_ev": -7.440,
  "multiplicity": 1,
  "elements": ["C", "C", "C", "N", "C", "N", "C", "N", "O", "H", "H", "H", "H", "H", "H", "H", "H", "H", "H", "H"],
  "xyz": [[1.721, -0.989, -0.859], [0.778, -0.906, 0.312], [0.357, 0.256, 0.966], [0.132, 0.320, 2.297], [-0.492, 1.100, 0.073], [0.215, 2.024, -0.778], [-0.957, -0.226, -0.769], [-1.920, -0.991, -0.079], [-0.984, -0.106, -2.004], [2.766, -1.029, -0.546], [1.583, -0.147, -1.531], [1.485, -1.888, -1.431], [0.885, -1.766, 0.971], [0.587, -0.364, 2.884], [-0.186, 1.199, 2.679], [-1.310, 1.575, 0.626], [-0.421, 2.730, -1.131], [0.559, 1.535, -1.605], [-2.211, -1.819, -0.583], [-2.588, -0.508, 0.506]]
}

***

No. 3
{
  "formula": "C3H7N3OS",
  "method": "ωB97M-V with the def2-TZVPD basis set",
  "relative_energy_ev": 4.4452,
  "gap_ev": 8.1,
  "e_homo_ev": -7.754,
  "multiplicity": 1,
  "elements": ["C", "C", "C", "H", "H", "H", "H", "H", "H", "H", "N", "N", "N", "O", "S"],
  "xyz": [[-1.959, -0.653, -0.574], [0.392, -0.556, 0.450], [0.778, 1.862, 0.058], [-1.985, 0.389, -0.359], [-2.852, -1.017, -0.048], [-1.981, -1.060, -1.723], [-0.640, -2.123, 0.156], [-0.183, 0.858, 1.717], [-0.236, 2.897, 0.183], [3.046, 0.356, -0.146], [-0.915, -1.159, 0.137], [0.359, 0.745, 0.927], [1.418, -1.151, 0.007], [1.713, 1.627, -0.723], [3.044, -1.015, -0.060]]
}

***

No. 4
{
  "formula": "C24H71N5O9",
  "method": "ωB97M-V with the def2-TZVPD basis set",
  "smiles": "COC[C@H](C)N.COC[C@H](C)N.COC[C@H](C)N.COC[C@H](C)N.COC[C@H](C)N.CO.CO.CO.CO",
  "relative_energy_ev": 4.7641,
  "gap_ev": 8.8,
  "e_homo_ev": -8.400,
  "multiplicity": 1,
  "elements": ["C", "O", "C", "C", "C", "N", "H", "H", "H", "H", "H", "H", "H", "H", "H", "H", "H", "C", "O", "C", "C", "C", "N", "H", "H", "H", "H", "H", "H", "H", "H", "H", "H", "H", "C", "O", "C", "C", "C", "N", "H", "H", "H", "H", "H", "H", "H", "H", "H", "H", "H", "C", "O", "C", "C", "C", "N", "H", "H", "H", "H", "H", "H", "H", "H", "H", "H", "H", "C", "O", "C", "C", "C", "N", "H", "H", "H", "H", "H", "H", "H", "H", "H", "H", "H", "C", "O", "H", "H", "H", "H", "C", "O", "H", "H", "H", "H", "C", "O", "H", "H", "H", "H", "C", "O", "H", "H", "H", "H"],
  "xyz": [[-0.556, -1.871, -1.211], [-0.184, -3.106, -1.682], [0.795, -3.088, -2.700], [0.809, -4.486, -3.389], [0.673, -5.756, -2.450], [2.121, -4.608, -4.076], [-1.032, -1.279, -1.992], [0.302, -1.305, -0.848], [-1.215, -1.969, -0.349], [0.628, -2.336, -3.471], [1.727, -2.840, -2.193], [0.052, -4.522, -4.172], [0.517, -6.627, -3.086], [-0.242, -5.671, -1.864], [1.504, -5.982, -1.783], [2.164, -3.957, -4.847], [2.169, -5.482, -4.579], [-3.252, -0.262, -6.208], [-2.347, 0.116, -5.178], [-1.100, 0.661, -5.688], [-0.008, 0.709, -4.605], [-0.232, 1.628, -3.411], [1.230, 1.145, -5.181], [-4.241, -0.377, -5.763], [-3.023, -1.253, -6.602], [-3.346, 0.430, -7.045], [-0.902, -0.029, -6.508], [-1.236, 1.631, -6.167], [0.139, -0.303, -4.227], [-1.034, 1.345, -2.729], [-0.405, 2.658, -3.723], [0.678, 1.646, -2.812], [1.053, 2.025, -5.646], [1.389, 0.629, -6.035], [-0.534, 5.365, 2.984], [-1.722, 5.381, 2.233], [-1.638, 6.085, 1.060], [-2.100, 5.188, -0.117], [-1.138, 4.039, -0.511], [-2.338, 6.002, -1.336], [-0.709, 4.749, 3.866], [-0.158, 6.346, 3.277], [0.192, 4.797, 2.403], [-2.240, 6.993, 1.106], [-0.679, 6.466, 0.709], [-3.052, 4.698, 0.086], [-0.972, 3.244, 0.216], [-0.186, 4.406, -0.894], [-1.589, 3.540, -1.368], [-2.566, 5.390, -2.106], [-1.507, 6.524, -1.575], [-4.219, -0.661, -2.437], [-4.143, -0.600, -1.064], [-3.769, 0.688, -0.512], [-3.788, 0.724, 1.065], [-3.714, 2.063, 1.781], [-2.725, -0.176, 1.502], [-3.226, -0.714, -2.883], [-4.775, 0.145, -2.916], [-4.822, -1.523, -2.726], [-2.783, 0.968, -0.882], [-4.455, 1.407, -0.960], [-4.648, 0.192, 1.472], [-2.654, 2.315, 1.773], [-4.129, 1.915, 2.778], [-4.259, 2.819, 1.216], [-1.785, 0.180, 1.412], [-2.765, -1.087, 1.067], [2.460, -3.406, 0.799], [3.047, -3.939, 1.955], [2.676, -3.327, 3.115], [3.097, -4.240, 4.340], [2.378, -5.583, 4.358], [2.975, -3.529, 5.601], [2.532, -4.027, -0.094], [2.982, -2.476, 0.573], [1.405, -3.145, 0.880], [3.118, -2.331, 3.094], [1.619, -3.061, 3.132], [4.107, -4.579, 4.111], [1.364, -5.327, 4.667], [2.658, -6.193, 5.217], [2.336, -6.140, 3.422], [3.664, -3.901, 6.239], [3.265, -2.586, 5.387], [2.816, 3.308, 4.694], [1.517, 3.494, 5.147], [2.940, 3.727, 3.696], [3.477, 3.819, 5.394], [3.051, 2.244, 4.648], [1.406, 3.203, 6.055], [1.104, 0.579, 1.855], [0.577, 0.862, 0.586], [1.612, -0.384, 1.886], [1.807, 1.316, 2.242], [0.204, 0.569, 2.470], [1.266, 0.719, -0.068], [3.674, 2.046, -0.845], [2.937, 0.938, -1.139], [4.530, 2.099, -1.518], [3.065, 2.924, -1.057], [4.053, 2.052, 0.177], [3.144, 0.694, -2.044], [0.412, -1.650, 5.728], [0.242, -2.988, 5.250], [1.456, -1.354, 5.825], [0.111, -1.001, 4.905], [-0.227, -1.486, 6.596], [1.142, -3.321, 5.222]]
}

***

No. 5
{
  "formula": "C32H16N8Tl",
  "method": "ωB97M-V with the def2-TZVPD basis set",
  "gap_ev": [5.0, 5.0],
  "charge": 1,
  "e_homo_ev": [-9.680, -9.675],
  "multiplicity": 1,
  "elements": ["Tl", "C", "C", "C", "C", "C", "N", "C", "N", "C", "C", "C", "C", "C", "C", "C", "C", "N", "C", "N", "C", "N", "C", "N", "C", "N", "C", "C", "C", "C", "C", "C", "C", "C", "C", "C", "C", "C", "N", "C", "C", "H", "H", "H", "H", "H", "H", "H", "H", "H", "H", "H", "H", "H", "H", "H", "H"],
  "xyz": [[-0.013, -0.403, 0.339], [1.799, -3.923, -4.976], [1.418, -5.020, -4.196], [1.014, -4.861, -2.879], [0.999, -3.575, -2.365], [0.611, -3.064, -1.048], [0.791, -1.705, -1.100], [1.239, -1.273, -2.322], [1.528, -0.037, -2.680], [1.383, 1.083, -1.958], [1.891, 2.398, -2.303], [2.614, 2.849, -3.401], [2.987, 4.180, -3.419], [2.656, 5.046, -2.365], [1.944, 4.603, -1.266], [1.559, 3.268, -1.245], [0.846, 2.487, -0.250], [0.393, 2.930, 0.931], [-0.097, 2.219, 1.928], [-0.188, 0.854, 2.014], [-0.725, 0.429, 3.202], [-0.923, -0.814, 3.594], [-0.714, -1.940, 2.897], [-0.433, -2.054, 1.564], [-0.177, -3.344, 1.189], [0.212, -3.781, -0.017], [-0.394, -4.161, 2.369], [-0.276, -5.531, 2.576], [-0.504, -6.005, 3.854], [-0.835, -5.140, 4.908], [-0.946, -3.776, 4.711], [-0.727, -3.292, 3.427], [-0.994, 1.640, 3.981], [-1.537, 1.813, 5.244], [-1.689, 3.113, 5.703], [-1.307, 4.209, 4.922], [-0.761, 4.038, 3.659], [-0.609, 2.740, 3.198], [0.746, 1.222, -0.757], [1.384, -2.474, -3.148], [1.789, -2.636, -4.463], [2.104, -4.087, -6.001], [1.439, -6.010, -4.631], [0.719, -5.706, -2.272], [2.870, 2.178, -4.210], [3.548, 4.565, -4.259], [2.969, 6.080, -2.416], [1.689, 5.267, -0.451], [-0.017, -6.194, 1.762], [-0.422, -7.066, 4.051], [-1.001, -5.552, 5.894], [-1.198, -3.105, 5.521], [-1.829, 0.963, 5.845], [-2.111, 3.286, 6.683], [-1.445, 5.208, 5.313], [-0.462, 4.881, 3.051], [2.084, -1.784, -5.061]]
}

***

No. 6
{
  "formula": "C20H32N2O2S",
  "method": "ωB97M-V with the def2-TZVPD basis set",
  "smiles": "CCOc1ccccc1CN1CCN(C2CCSCC2)C[C@H]1CCO",
  "relative_energy_ev": 0.0182,
  "gap_ev": 8.8,
  "e_homo_ev": -8.149,
  "multiplicity": 1,
  "elements": ["C", "C", "O", "C", "C", "C", "C", "C", "C", "C", "N", "C", "C", "N", "C", "C", "C", "S", "C", "C", "C", "C", "C", "C", "O", "H", "H", "H", "H", "H", "H", "H", "H", "H", "H", "H", "H", "H", "H", "H", "H", "H", "H", "H", "H", "H", "H", "H", "H", "H", "H", "H", "H", "H", "H", "H", "H"],
  "xyz": [[-0.253, -4.137, 0.413], [-1.640, -3.706, -0.038], [-1.811, -2.354, 0.335], [-2.961, -1.706, -0.011], [-4.017, -2.299, -0.694], [-5.140, -1.557, -1.023], [-5.224, -0.222, -0.678], [-4.179, 0.369, 0.010], [-3.049, -0.354, 0.355], [-1.924, 0.316, 1.098], [-1.226, 1.266, 0.233], [-0.602, 0.647, -0.927], [0.716, -0.060, -0.602], [1.622, 0.909, -0.012], [3.017, 0.507, 0.080], [3.262, -0.854, 0.756], [4.742, -1.087, 1.007], [5.666, -1.199, -0.556], [5.176, 0.421, -1.223], [3.664, 0.540, -1.310], [1.056, 1.399, 1.228], [-0.279, 2.115, 0.952], [-0.050, 3.433, 0.198], [-1.355, 4.208, -0.001], [-2.245, 3.585, -0.886], [-0.090, -5.181, 0.162], [-0.155, -4.010, 1.488], [0.504, -3.532, -0.080], [-1.732, -3.812, -1.128], [-2.406, -4.331, 0.442], [-3.975, -3.339, -0.977], [-5.949, -2.035, -1.554], [-6.097, 0.356, -0.940], [-4.233, 1.411, 0.285], [-2.345, 0.890, 1.931], [-1.259, -0.453, 1.512], [-1.309, -0.061, -1.362], [-0.408, 1.430, -1.663], [1.146, -0.447, -1.526], [0.517, -0.908, 0.075], [3.508, 1.279, 0.688], [2.878, -1.657, 0.123], [2.734, -0.887, 1.713], [4.914, -2.033, 1.519], [5.177, -0.277, 1.596], [5.635, 0.486, -2.208], [5.601, 1.192, -0.577], [3.284, -0.277, -1.925], [3.399, 1.483, -1.793], [1.752, 2.108, 1.683], [0.879, 0.583, 1.954], [-0.733, 2.363, 1.920], [0.412, 3.233, -0.767], [0.636, 4.050, 0.780], [-1.141, 5.194, -0.426], [-1.836, 4.357, 0.980], [-2.274, 2.645, -0.629]]
}

***

No. 7
{
  "formula": "C2HBr2IO",
  "method": "ωB97M-V with the def2-TZVPD basis set",
  "relative_energy_ev": 3.4446,
  "gap_ev": [7.6, 7.6],
  "e_homo_ev": [-8.576, -8.576],
  "multiplicity": 1,
  "elements": ["C", "C", "O", "Br", "Br", "I", "H"],
  "xyz": [[1.488, 0.270, -0.309], [-0.827, -0.086, 0.363], [1.263, 0.712, -1.391], [-1.733, 0.399, 1.958], [-1.423, 0.836, -1.220], [-1.042, -2.293, 0.289], [2.274, 0.162, 0.311]]
}

***

No. 8
{
  "formula": "C4H6NS",
  "method": "ωB97M-V with the def2-TZVPD basis set",
  "smiles": "C[C@H]1[NH2+]C1=C=S",
  "relative_energy_ev": 2.8866,
  "gap_ev": 8.1,
  "charge": 1,
  "e_homo_ev": -13.398,
  "multiplicity": 1,
  "elements": ["C", "C", "N", "C", "C", "S", "H", "H", "H", "H", "H", "H"],
  "xyz": [[-1.303, 0.673, -0.387], [-0.204, -0.258, -0.543], [1.199, 0.373, -0.374], [0.706, -0.572, 0.552], [0.716, -1.271, 1.594], [0.466, -2.369, 2.698], [-1.511, 1.007, -1.380], [-1.101, 1.627, 0.295], [-2.075, 0.238, 0.292], [-0.226, -0.908, -1.439], [1.404, 1.335, -0.081], [1.927, 0.126, -1.228]]
}

***

No. 9
{
  "formula": "C4H7BrO2",
  "method": "ωB97M-V with the def2-TZVPD basis set",
  "relative_energy_ev": 2.3708,
  "gap_ev": 8.8,
  "e_homo_ev": -8.287,
  "multiplicity": 1,
  "elements": ["C", "C", "C", "C", "O", "O", "Br", "H", "H", "H", "H", "H", "H", "H"],
  "xyz": [[1.513, -0.402, 1.091], [-0.357, -1.126, -0.926], [-1.009, 0.747, 0.462], [0.064, 0.136, -0.286], [1.719, -1.541, 1.257], [0.852, 0.878, -1.168], [-0.381, 2.492, 1.255], [1.815, 0.515, 1.778], [-0.995, -1.099, -1.738], [-1.060, -1.729, -0.249], [0.523, -1.625, -1.290], [-1.224, 0.156, 1.232], [-1.918, 0.864, -0.199], [0.459, 1.735, -1.218]]
}

***

No. 10
{
  "formula": "H3OPS",
  "method": "ωB97M-V with the def2-TZVPD basis set",
  "relative_energy_ev": 1.1862,
  "gap_ev": [5.4, 7.1],
  "e_homo_ev": [-4.718, -9.941],
  "s2": 2.006,
  "multiplicity": 3,
  "elements": ["O", "P", "S", "H", "H", "H"],
  "xyz": [[-0.660, 0.511, 0.825], [0.723, 0.034, 0.149], [-0.258, -0.913, -1.332], [-0.570, 1.246, 1.458], [1.012, 1.109, -0.632], [-0.248, -1.987, -0.467]]
}

***

No. 11
{
  "formula": "C12H18Cl6F2O9",
  "method": "ωB97M-V with the def2-TZVPD basis set",
  "gap_ev": [8.3, 1.8],
  "charge": 1,
  "e_homo_ev": [-12.436, -12.436],
  "s2": 0.755,
  "multiplicity": 2,
  "elements": ["C", "O", "C", "O", "O", "C", "H", "H", "H", "H", "H", "H", "C", "C", "O", "C", "O", "O", "F", "H", "H", "H", "C", "C", "O", "C", "O", "O", "F", "H", "H", "H", "C", "Cl", "Cl", "H", "H", "C", "Cl", "Cl", "H", "H", "C", "Cl", "Cl", "H", "H"],
  "xyz": [[-6.133, 21.164, -3.852], [-7.152, 21.754, -3.052], [-7.251, 23.047, -2.906], [-6.405, 23.906, -3.255], [-8.410, 23.217, -2.364], [-8.931, 24.591, -2.230], [-6.233, 20.088, -3.711], [-5.169, 21.552, -3.522], [-6.197, 21.435, -4.906], [-9.293, 24.889, -3.214], [-8.278, 25.371, -1.838], [-9.852, 24.455, -1.664], [-4.470, 24.006, 0.193], [-5.848, 23.502, 0.597], [-5.961, 24.143, 1.769], [-4.793, 24.487, 2.274], [-4.763, 24.788, 3.505], [-3.806, 24.444, 1.335], [-6.005, 22.224, 0.943], [-4.559, 24.877, -0.456], [-3.831, 23.234, -0.237], [-6.514, 23.721, -0.237], [-0.421, 24.213, 2.510], [-0.509, 22.659, 2.538], [0.029, 22.268, 1.330], [0.007, 23.342, 0.415], [0.492, 23.284, -0.720], [-0.405, 24.463, 1.079], [-1.767, 22.299, 2.585], [0.544, 24.540, 2.897], [-1.291, 24.713, 2.935], [-0.016, 22.199, 3.394], [-9.132, 25.295, 1.728], [-9.821, 23.663, 1.251], [-10.418, 26.554, 1.898], [-8.653, 25.152, 2.697], [-8.369, 25.692, 1.059], [-4.890, 19.120, -0.381], [-3.632, 20.339, -0.751], [-5.442, 18.111, -1.695], [-4.663, 18.711, 0.604], [-5.796, 19.711, -0.247], [-2.924, 27.133, 4.963], [-2.075, 27.280, 3.414], [-2.130, 28.031, 6.268], [-3.991, 27.318, 4.838], [-2.968, 26.078, 5.236]]
}

***

No. 12
{
  "formula": "C6H8OSSi",
  "method": "ωB97M-V with the def2-TZVPD basis set",
  "relative_energy_ev": 0.0000,
  "gap_ev": 9.4,
  "e_homo_ev": -8.687,
  "multiplicity": 1,
  "elements": ["C", "C", "C", "C", "C", "C", "O", "Si", "S", "H", "H", "H", "H", "H", "H", "H", "H"],
  "xyz": [[-1.715, -1.742, -0.162], [-2.642, -0.742, -0.198], [-0.444, -1.205, 0.148], [-0.412, 0.171, 0.320], [0.836, 0.958, 0.567], [0.942, 2.240, -0.318], [1.885, 0.049, 0.597], [1.451, -1.486, 0.158], [-2.012, 0.827, 0.222], [-1.831, -2.764, -0.336], [-3.709, -0.905, -0.509], [0.629, 1.290, 1.553], [0.975, 1.879, -1.299], [1.963, 2.622, -0.203], [0.192, 2.892, -0.151], [2.205, -2.583, 0.814], [1.687, -1.501, -1.203]]
}

***

Number 1: calculated total energy -381.03269 Eh. Number 2: calculated total energy -436.53953 Eh. Number 3: calculated total energy -756.07095 Eh. Number 4: calculated total energy -1907.69584 Eh. Number 5: calculated total energy -1839.38214 Eh. Number 6: calculated total energy -1439.46348 Eh. Number 7: calculated total energy -5597.62075 Eh. Number 8: calculated total energy -608.55720 Eh. Number 9: calculated total energy -2881.00563 Eh. Number 10: calculated total energy -816.40666 Eh. Number 11: calculated total energy -4105.65886 Eh. Number 12: calculated total energy -996.33160 Eh.